C4H11N2 | ωB97M-V/def2-TZVPD

## Properties
Kohn-Sham gap (spin up / spin down) = 4.97 / 8.14 eV
Total charge = 0
Spin multiplicity = 2
E_tot = -7302.7372 eV
Molecular weight = 87.15 g/mol
Energy above the lowest of the compared OMol25 structures with the same formula, charge and spin = 196.9 kJ/mol

Element x y z (Å)
N1 -0.885 0.725 0.535
N2 0.579 0.647 -1.456
C1 1.043 -0.882 0.358
C2 -1.851 1.290 1.316
C3 -0.393 -0.578 0.903
C4 0.987 -0.741 -1.147
H1 -0.348 -0.636 2.002
H2 1.399 1.205 -1.716
H3 -1.806 2.327 1.485
H4 0.278 -1.407 -1.635
H5 -1.046 -1.395 0.550
H6 0.072 0.630 -2.350
H7 1.558 -0.037 0.810
H8 1.918 -0.898 -1.683
H9 -2.572 0.636 1.820
H10 -0.045 1.008 -0.520
H11 1.112 -1.895 0.728

***

CH10NO3 | ωB97M-V/def2-TZVPD

## Properties
Kohn-Sham gap = 10.24 eV
Total charge = +1
E_tot = -8824.0949 eV
Molecular weight = 84.09 g/mol
Energy above the lowest of the compared OMol25 structures with the same formula, charge and spin = 103.0 kJ/mol

Element x y z (Å)
O1 -0.590 0.469 3.653
O2 0.518 1.656 0.849
O3 1.672 -2.151 -2.697
N1 -1.129 0.140 -0.572
C1 -0.846 -0.189 -1.785
H1 2.075 -1.854 -3.587
H2 -0.341 0.449 0.058
H3 0.159 -0.389 -2.150
H4 0.035 2.436 1.092
H5 -1.344 -0.021 4.001
H6 0.090 0.366 4.309
H7 -1.771 -0.171 -2.414
H8 -2.019 0.436 -0.585
H9 2.533 -2.443 -2.262
H10 0.769 1.555 1.813

***

C36H62BiN10O3PSi | ωB97M-V/def2-TZVPD

## Properties
Kohn-Sham gap = 8.03 eV
Total charge = +2
E_tot = -82380.8489 eV
Molecular weight = 951.00 g/mol
Energy above the lowest of the compared OMol25 structures with the same formula, charge and spin = 50.3 kJ/mol

Element x y z (Å)
Bi1 0.688 -0.534 0.232
P1 0.231 3.115 0.516
Si1 0.801 -0.804 -2.587
O1 -1.651 -0.977 3.104
O2 0.981 1.834 0.206
O3 -2.206 -0.068 1.125
N1 3.196 -0.554 0.036
N2 -3.987 -2.047 4.087
N3 -5.875 -0.870 4.760
N4 1.328 4.308 0.765
N5 -3.759 0.082 4.867
N6 1.649 -2.669 1.133
N7 -0.775 3.509 -0.710
N8 -0.655 3.025 1.892
N9 2.372 -0.251 2.649
N10 -1.321 -2.293 -0.013
C1 3.761 0.607 0.761
C2 2.945 -3.019 0.537
C3 2.521 4.417 -0.064
C4 -2.008 -1.028 1.895
C5 -1.949 -1.238 -2.930
C6 -0.159 1.138 -4.441
C7 3.501 -0.813 -3.537
C8 -0.683 -1.807 -3.132
C9 3.883 -1.821 0.384
C10 4.741 -1.381 -3.809
C11 0.600 3.416 -4.579
C12 1.067 5.490 1.579
C13 1.482 1.949 -2.894
C14 -2.110 3.134 1.943
C15 -3.507 -2.978 0.949
C16 -0.058 2.432 3.079
C17 1.449 3.194 -3.503
C18 -0.201 2.384 -5.049
C19 -1.000 4.871 -1.170
C20 -2.087 -2.430 1.244
C21 -4.663 -3.041 3.261
C22 4.951 -2.734 -3.591
C23 -4.556 -0.955 4.566
C24 3.593 0.462 2.284
C25 3.915 -3.522 -3.104
C26 0.678 0.899 -3.346
C27 -1.700 2.519 -1.250
C28 -4.711 -2.564 1.803
C29 1.587 -2.613 2.613
C30 2.686 -2.947 -2.820
C31 -3.107 -1.893 -3.316
C32 2.450 -1.583 -3.027
C33 2.514 -1.580 3.240
C34 -3.025 -3.142 -3.921
C35 -0.623 -3.052 -3.762
C36 -1.783 -3.715 -4.148
H1 -0.783 0.343 -4.832
H2 -3.925 -3.657 -4.231
H3 -6.477 -1.664 4.637
H4 0.554 -2.375 2.878
H5 5.536 -0.767 -4.211
H6 3.349 0.240 -3.745
H7 4.460 -0.044 2.715
H8 -1.663 1.596 -0.666
H9 1.016 6.389 0.957
H10 -0.439 1.416 3.238
H11 2.736 -3.432 -0.446
H12 1.027 2.404 2.972
H13 -3.439 -4.070 0.964
H14 2.086 3.993 -3.141
H15 2.434 5.245 -0.774
H16 0.128 5.383 2.114
H17 5.912 -3.178 -3.817
H18 4.821 0.730 0.521
H19 -1.859 -1.643 -0.584
H20 1.887 -3.582 -2.449
H21 -2.726 2.891 -1.191
H22 -4.072 -1.425 -3.162
H23 4.438 -1.661 1.302
H24 -4.178 0.956 5.139
H25 3.329 -0.401 -0.961
H26 3.455 -3.796 1.116
H27 3.224 1.486 0.411
H28 -0.853 2.547 -5.897
H29 -1.299 -3.155 -0.554
H30 2.681 3.497 -0.620
H31 -4.108 -3.975 3.344
H32 -1.712 -4.675 -4.644
H33 -2.474 3.736 1.114
H34 4.066 -4.584 -2.955
H35 0.968 -3.360 0.836
H36 -1.462 2.305 -2.294
H37 1.743 0.324 3.188
H38 -0.288 3.038 3.959
H39 0.573 4.385 -5.059
H40 -5.647 -3.256 3.674
H41 -2.389 3.644 2.868
H42 1.871 5.627 2.305
H43 4.622 -2.061 -0.384
H44 -3.748 -2.717 -0.084
H45 3.598 1.465 2.715
H46 -0.170 5.514 -0.887
H47 -2.910 0.143 4.295
H48 -2.030 -0.250 -2.480
H49 2.138 1.797 -2.043
H50 -4.836 -1.478 1.795
H51 -2.983 -1.953 3.946
H52 0.333 -3.506 -3.986
H53 3.551 -1.905 3.151
H54 1.828 -3.596 3.031
H55 -6.283 -0.034 5.139
H56 -1.926 5.291 -0.764
H57 3.394 4.604 0.565
H58 -1.071 4.873 -2.259
H59 -2.576 2.147 1.909
H60 -5.595 -2.977 1.314
H61 2.302 -1.571 4.313
H62 -1.550 -3.124 1.895

***

C18H41IN7O3P2 | ωB97M-V/def2-TZVPD

## Properties
Kohn-Sham gap = 6.83 eV
Total charge = +1
E_tot = -62565.0746 eV
Molecular weight = 592.42 g/mol
SMILES string = [H]/N=C(\N)NCCCCN(C1=[NH+][C@](C)(I)O[C@](C[C@@H](C)O)(P(C)CC)N1NCC)P(C)O
Energy above the lowest of the compared OMol25 structures with the same formula, charge and spin = 701.6 kJ/mol

Element x y z (Å)
I1 -2.407 3.401 -0.380
P1 1.937 3.432 0.262
P2 -3.167 -0.903 -1.833
O1 -2.050 1.415 -2.636
O2 -0.821 -1.391 -5.569
O3 0.900 4.805 -0.173
N1 3.934 -3.002 6.137
N2 0.925 1.922 0.319
N3 4.764 -1.526 4.238
N4 -0.774 0.299 -0.758
N5 5.624 -4.053 4.675
N6 -0.024 -0.898 -0.699
N7 0.116 2.430 -1.950
C1 -1.555 3.838 -3.324
C2 -3.860 -0.425 -0.075
C3 -1.551 0.173 -2.049
C4 0.131 1.504 -0.715
C5 0.231 -3.283 0.140
C6 0.981 1.139 1.607
C7 3.318 -1.229 3.808
C8 -4.984 -1.605 0.262
C9 4.764 -2.841 5.021
C10 -0.147 1.019 -5.466
C11 3.176 3.270 -1.186
C12 -1.364 2.620 -2.193
C13 -1.083 -0.155 -4.759
C14 3.169 0.234 3.038
C15 2.262 0.122 1.665
C16 -0.473 -1.792 0.427
C17 -2.787 -2.767 -1.911
C18 -0.576 -0.517 -3.221
H1 5.125 -4.955 4.905
H2 2.842 1.108 3.755
H3 2.867 3.940 -2.111
H4 1.125 -3.216 -0.612
H5 4.278 0.510 2.691
H6 -2.233 0.040 -4.846
H7 -0.545 -1.685 -3.162
H8 0.993 0.901 -5.229
H9 -5.288 -2.127 -0.767
H10 0.682 -3.665 1.175
H11 -4.539 -2.475 0.941
H12 -3.020 -0.331 0.734
H13 -0.108 -1.489 1.496
H14 -1.924 4.832 -2.822
H15 -4.477 0.588 -0.194
H16 0.856 5.449 0.593
H17 4.264 3.567 -0.831
H18 1.161 1.942 2.473
H19 -2.337 3.418 -4.106
H20 -3.229 -3.165 -2.943
H21 -0.270 0.867 -6.644
H22 4.102 -3.964 6.555
H23 0.177 -1.359 -5.758
H24 2.017 -1.011 1.511
H25 3.174 2.118 -1.495
H26 -0.060 0.658 1.833
H27 0.538 -0.144 -3.161
H28 2.972 0.427 0.755
H29 3.025 -2.134 3.090
H30 -1.624 -1.987 0.496
H31 -1.657 -3.063 -1.897
H32 1.000 -0.697 -0.685
H33 -3.328 -3.419 -1.074
H34 0.615 1.992 -2.753
H35 5.817 -4.109 3.651
H36 -0.597 -4.064 -0.153
H37 5.120 -0.732 4.815
H38 -0.566 4.047 -3.916
H39 2.556 -1.245 4.698
H40 -5.982 -1.165 0.697
H41 -0.509 2.110 -5.248

***

C6H18CuO10S | ωB97M-V/def2-TZVPD

## Properties
Kohn-Sham gap (spin up / spin down) = 11.11 / 6.82 eV
Total charge = +1
Spin multiplicity = 3
E_tot = -82453.0100 eV
Molecular weight = 345.81 g/mol
Energy above the lowest of the compared OMol25 structures with the same formula, charge and spin = 0.0 kJ/mol

Element x y z (Å)
Cu1 -0.043 0.312 -0.345
S1 -0.950 2.169 -2.113
O1 -0.760 3.610 -2.268
O2 -2.257 -0.072 1.198
O3 -1.467 -1.210 -1.262
O4 1.522 -1.432 -1.226
O5 0.319 1.472 -2.067
O6 -1.718 1.679 -3.190
O7 0.139 1.904 1.393
O8 -1.491 1.823 -0.829
O9 0.569 -1.169 1.402
O10 2.297 0.954 -0.107
C1 1.446 -2.275 1.111
C2 -2.817 -1.312 -0.751
C3 1.391 -2.618 -0.407
C4 -2.688 -1.364 0.809
C5 1.175 2.852 1.035
C6 2.457 2.097 0.745
H1 1.177 -3.164 1.682
H2 -3.681 -1.536 1.225
H3 -2.063 -2.141 1.249
H4 3.192 0.659 -0.290
H5 -2.990 0.530 1.052
H6 0.844 3.487 0.214
H7 0.547 -3.280 -0.599
H8 1.188 3.566 1.859
H9 1.686 -1.749 -2.118
H10 -3.382 -0.440 -1.082
H11 -1.377 -1.874 -1.950
H12 -3.273 -2.243 -1.089
H13 2.464 -2.001 1.391
H14 -0.537 2.466 1.778
H15 3.086 2.836 0.249
H16 2.167 -3.331 -0.685
H17 2.935 1.831 1.688
H18 0.890 -1.036 2.297

***

C2H2N2O3 | ωB97M-V/def2-TZVPD

## Properties
Kohn-Sham gap = 9.10 eV
Total charge = 0
E_tot = -11226.3860 eV
Molecular weight = 102.05 g/mol
SMILES string = Nc1noc(=O)o1
Energy above the lowest of the compared OMol25 structures with the same formula, charge and spin = 233.4 kJ/mol

Element x y z (Å)
O1 -0.938 1.205 0.860
O2 0.001 2.787 -0.707
O3 0.329 0.554 -0.770
N1 -0.585 0.018 1.233
N2 0.384 -1.647 -0.073
C1 -0.259 1.733 -0.313
C2 -0.009 -0.361 0.080
H1 0.856 -1.930 -1.049
H2 0.221 -2.359 0.739

***

C5H6O | ωB97M-V/def2-TZVPD

## Properties
Kohn-Sham gap = 10.66 eV
Total charge = 0
E_tot = -7327.4392 eV
Molecular weight = 82.10 g/mol
SMILES string = CCC#CC=O
Energy above the lowest of the compared OMol25 structures with the same formula, charge and spin = 178.0 kJ/mol

Element x y z (Å)
O1 2.970 1.699 0.741
C1 2.801 0.527 0.476
C2 -0.944 -0.868 -0.283
C3 -1.875 0.348 -0.209
C4 1.560 0.000 -0.058
C5 0.456 -0.447 -0.262
H1 -2.920 0.027 -0.153
H2 -1.748 0.997 -1.081
H3 3.580 -0.227 0.686
H4 -1.076 -1.492 0.610
H5 -1.168 -1.501 -1.150
H6 -1.636 0.937 0.683

***

C23H32O3 | ωB97M-V/def2-TZVPD

## Properties
Kohn-Sham gap = 9.05 eV
Total charge = 0
E_tot = -30514.5940 eV
Molecular weight = 356.51 g/mol
SMILES string = CCCCC(=O)O[C@@H]1CC[C@@H]2[C@@H]3CCc4cc(O)ccc4[C@H]3CC[C@@]21C
Energy above the lowest of the compared OMol25 structures with the same formula, charge and spin = 3.1 kJ/mol

Element x y z (Å)
O1 2.621 0.122 0.131
O2 -6.426 2.399 0.270
O3 4.233 -0.846 1.359
C1 1.513 -0.964 -1.700
C2 0.483 -2.082 -1.798
C3 -0.369 0.408 0.861
C4 -5.229 1.760 0.149
C5 6.018 2.526 -1.957
C6 -2.736 0.504 -0.066
C7 4.080 1.559 1.273
C8 -5.139 0.397 -0.083
C9 -3.908 -0.237 -0.200
C10 1.014 -1.744 0.594
C11 -0.069 -2.291 -0.377
C12 -3.885 -1.716 -0.474
C13 3.677 0.138 0.944
C14 -4.061 2.508 0.247
C15 -1.367 -0.127 -0.190
C16 4.447 2.342 0.009
C17 0.423 -0.703 1.552
C18 -1.440 -1.651 -0.114
C19 -2.541 -2.158 -1.041
C20 1.614 -2.882 1.426
C21 5.653 1.737 -0.705
C22 -2.840 1.878 0.135
C23 2.125 -1.139 -0.315
H1 3.589 2.348 -0.666
H2 2.265 -1.022 -2.487
H3 -1.737 -1.932 0.902
H4 -0.191 -3.365 -0.205
H5 -0.223 -1.222 2.262
H6 1.046 0.018 -1.751
H7 -2.505 -3.247 -1.118
H8 -0.299 -1.851 -2.518
H9 -4.132 3.572 0.405
H10 2.970 -1.837 -0.348
H11 -1.942 2.473 0.199
H12 -6.046 -0.189 -0.181
H13 6.506 1.721 -0.023
H14 5.185 2.537 -2.657
H15 1.229 -0.253 2.136
H16 6.878 2.082 -2.453
H17 -4.691 -1.971 -1.166
H18 5.432 0.703 -0.978
H19 0.861 -3.314 2.082
H20 -4.080 -2.253 0.461
H21 2.436 -2.513 2.036
H22 0.330 1.100 0.391
H23 -1.001 0.136 -1.189
H24 -0.909 0.958 1.635
H25 1.998 -3.668 0.778
H26 4.926 1.521 1.960
H27 0.977 -2.997 -2.129
H28 -7.144 1.762 0.175
H29 4.668 3.375 0.285
H30 6.262 3.555 -1.702
H31 -2.423 -1.742 -2.043
H32 3.238 2.044 1.771